This record from the OMol25 dataset describes the molecule C6H6BrN at a distorted geometry. The level of theory is ωB97M-V/def2-TZVPD.

Geometry as ORCA input:
```
! wB97M-V def2-TZVPD RIJCOSX def2/J DEFGRID3
* xyz 0 1
C -2.776 -1.983 0.055
C -0.483 -1.228 -1.053
C -1.731 -1.537 -0.622
C -0.559 -0.772 1.196
C 0.297 -0.507 -0.024
C 0.572 1.015 -0.303
N -3.842 -2.229 0.546
Br 2.093 -1.517 -0.023
H -0.209 -1.480 -2.025
H -0.608 -0.078 1.996
H -0.780 -1.769 1.506
H -0.278 1.491 -0.840
H 1.422 1.035 -0.934
H 0.948 1.567 0.632
*
```

## Properties
Energy above the lowest of the compared OMol25 structures with the same formula, charge and spin: 88.2 kcal/mol
HOMO energy (spin up / spin down): -0.337 / -0.335 hartree
Energy: -2860.80337 a.u.
LUMO (spin up / spin down): -1.194 / -1.003 eV
Strongest force on any atom: 4.89 eV/Å
Frontier orbital gap (spin up / spin down): 7.97 / 8.12 eV

Taken from the Mulliken analysis, the atomic charges in e are:
1 C 0.4169
2 C -0.7189
3 C 0.0072
4 C -1.1570
5 C 0.9992
6 C -1.1503
7 N -0.5141
8 Br -0.1786
9 H 0.4805
10 H 0.3371
11 H 0.4487
12 H 0.3074
13 H 0.4179
14 H 0.3041

---

This record from the OMol25 dataset describes a structure of composition C44H40GeN3OsS3 at a distorted geometry. The level of theory is ωB97M-V/def2-TZVPD.

Geometry as ORCA input:
```
! wB97M-V def2-TZVPD RIJCOSX def2/J DEFGRID3
* xyz 1 1
Os -0.039 -1.300 1.324
C -3.665 -1.560 -2.779
C -4.487 -0.308 -2.465
C -4.473 0.600 -3.707
C -5.932 -0.731 -2.158
C -3.917 0.456 -1.259
C -4.529 1.660 -0.838
C -4.053 2.393 0.224
C -2.922 1.916 0.897
S -2.054 2.594 2.222
C -0.948 1.291 2.174
N -1.197 0.404 1.303
C -2.315 0.743 0.513
C -2.807 0.005 -0.559
C 0.222 1.061 2.986
C 0.672 1.903 3.996
C 1.802 1.562 4.710
C 2.475 0.375 4.406
C 2.028 -0.462 3.408
C 0.872 -0.140 2.664
H -4.109 -2.075 -3.636
H -3.656 -2.268 -1.938
H -2.625 -1.314 -3.041
H -4.882 0.060 -4.571
H -3.449 0.911 -3.948
H -5.075 1.506 -3.563
H -6.350 -1.289 -3.003
H -6.580 0.135 -1.971
H -5.967 -1.377 -1.273
H -5.403 2.031 -1.370
H -4.539 3.323 0.518
H -2.292 -0.908 -0.841
H 0.134 2.827 4.224
H 2.162 2.207 5.505
H 3.373 0.110 4.965
H 2.585 -1.367 3.191
C 3.264 -2.784 0.705
C 2.236 -3.518 1.501
N 1.017 -3.115 1.757
C 0.334 -4.027 2.577
C 1.031 -5.118 2.903
S 2.571 -5.026 2.197
C -1.024 -3.658 3.013
C -1.839 -4.347 3.817
S -3.268 -3.465 4.059
C -2.726 -2.192 3.088
N -1.534 -2.423 2.581
C -3.571 -0.978 2.870
H 3.035 -1.730 0.693
H 3.285 -3.149 -0.324
H 4.258 -2.924 1.131
H 0.729 -5.959 3.527
H -1.677 -5.317 4.282
H -4.543 -1.092 3.345
H -3.723 -0.811 1.809
H -3.083 -0.097 3.288
C 0.865 -0.822 -0.228
Ge 1.857 0.681 -1.062
C 1.807 0.336 -2.965
C 2.904 0.480 -3.830
C 2.777 0.205 -5.193
C 1.552 -0.205 -5.710
C 0.451 -0.331 -4.869
C 0.581 -0.064 -3.509
C 1.316 2.520 -0.811
C 2.290 3.493 -0.544
C 1.954 4.847 -0.527
C 0.646 5.247 -0.781
C -0.323 4.292 -1.064
C 0.014 2.943 -1.088
C 3.594 0.460 -0.238
C 3.730 0.910 1.085
C 4.934 0.751 1.770
C 6.022 0.150 1.139
C 5.900 -0.309 -0.170
C 4.690 -0.165 -0.852
H 0.883 -1.699 -0.914
H 3.864 0.827 -3.450
H 3.632 0.318 -5.851
H 1.454 -0.424 -6.768
H -0.511 -0.635 -5.275
H -0.289 -0.164 -2.862
H 3.316 3.200 -0.341
H 2.717 5.589 -0.328
H 0.388 6.304 -0.778
H -1.343 4.600 -1.278
H -0.740 2.220 -1.360
H 2.894 1.394 1.585
H 5.022 1.100 2.796
H 6.967 0.044 1.666
H 6.748 -0.778 -0.662
H 4.603 -0.560 -1.861
*
```

## Properties
Energy above the lowest of the compared OMol25 structures with the same formula, charge and spin: 0.0 kcal/mol
HOMO energy: -0.355 hartree
Energy: -5226.94782 a.u.
LUMO: -2.994 eV
Strongest force on any atom: 3.32 eV/Å
Frontier orbital gap: 6.68 eV

Taken from the Mulliken analysis, the atomic charges in e are:
1 Os -0.2465
2 C -1.7081
3 C 1.8687
4 C -1.6211
5 C -1.6936
6 C 0.0980
7 C -0.1687
8 C -1.2209
9 C 1.9368
10 S -0.5282
11 C 0.2896
12 N 1.0354
13 C -2.3977
14 C -0.3434
15 C 1.1685
16 C -0.3653
17 C -1.1805
18 C -0.7063
19 C -0.1548
20 C -0.1234
21 H 0.4792
22 H 0.3310
23 H 0.1040
24 H 0.4556
25 H 0.3340
26 H 0.3269
27 H 0.4497
28 H 0.3350
29 H 0.3738
30 H 0.4890
31 H 0.4545
32 H 0.3264
33 H 0.4465
34 H 0.4009
35 H 0.5312
36 H 0.2396
37 C -0.4132
38 C 0.4027
39 N 0.3343
40 C -0.2262
41 C -0.4176
42 S -0.2040
43 C -0.2798
44 C -0.4699
45 S -0.1906
46 C 0.3032
47 N 0.3043
48 C -0.5707
49 H -0.7646
50 H 0.4351
51 H 0.5773
52 H 0.4270
53 H 0.4487
54 H 0.5979
55 H -0.0696
56 H 0.1319
57 C -0.4870
58 Ge 1.1802
59 C 0.2434
60 C -0.2533
61 C -0.7459
62 C -0.5661
63 C -0.5079
64 C -0.2140
65 C 0.8216
66 C -0.5585
67 C -0.6062
68 C -0.6712
69 C -0.4176
70 C -0.5094
71 C -0.1767
72 C -0.1775
73 C -0.8761
74 C -0.6892
75 C -0.8363
76 C -0.2161
77 H 0.7716
78 H 0.3869
79 H 0.4072
80 H 0.3891
81 H 0.4433
82 H 0.1854
83 H 0.3033
84 H 0.4299
85 H 0.3956
86 H 0.4596
87 H 0.3303
88 H 0.6584
89 H 0.4611
90 H 0.4084
91 H 0.4289
92 H 0.4326

---

This record from the OMol25 dataset describes a cluster of 2 separate species, C3H13N3O in total at a distorted geometry. The level of theory is ωB97M-V/def2-TZVPD.

Geometry as ORCA input:
```
! wB97M-V def2-TZVPD RIJCOSX def2/J DEFGRID3
* xyz 0 1
C -0.896 1.285 -2.064
N 0.173 0.341 -2.366
N 0.619 -0.314 -1.182
N -0.305 -1.278 -0.669
H -1.196 1.760 -3.000
H -0.499 2.051 -1.394
H -1.765 0.804 -1.597
H -0.170 -0.359 -3.027
H 1.531 -0.722 -1.405
H -0.216 -1.331 0.420
H -0.146 -2.196 -1.083
C 0.347 -0.893 2.397
C 0.091 0.725 1.851
O 1.006 1.174 0.965
H -0.542 -1.130 2.977
H 0.702 -1.762 1.838
H 1.158 -0.797 3.121
H -0.929 0.712 1.444
H 0.113 1.311 2.775
H 0.925 0.619 -0.002
*
```

## Properties
Energy above the lowest of the compared OMol25 structures with the same formula, charge and spin: 88.7 kcal/mol
HOMO energy: -0.328 hartree
Energy: -361.48308 a.u.
LUMO: 0.868 eV
Strongest force on any atom: 3.36 eV/Å
Frontier orbital gap: 9.80 eV

Taken from the Mulliken analysis, the atomic charges in e are:
1 C -0.7395
2 N -0.4264
3 N -0.1117
4 N -0.5717
5 H 0.3331
6 H 0.2811
7 H 0.2710
8 H 0.2543
9 H 0.2611
10 H 0.1901
11 H 0.2736
12 C -1.1366
13 C -0.4936
14 O -0.6277
15 H 0.2973
16 H 0.4305
17 H 0.3276
18 H 0.3120
19 H 0.3635
20 H 0.5120

---

This record from the OMol25 dataset describes a structure of composition C3H3N4S at a distorted geometry. The level of theory is ωB97M-V/def2-TZVPD.

Geometry as ORCA input:
```
! wB97M-V def2-TZVPD RIJCOSX def2/J DEFGRID3
* xyz 1 1
C 1.746 -0.290 0.951
C 3.830 0.752 0.838
C 0.243 0.053 -0.921
N 5.489 1.187 -0.758
N 1.448 0.072 -0.132
N 2.021 -0.044 2.116
N 4.654 1.074 -0.008
S 2.937 1.367 2.063
H -0.614 -0.403 -0.266
H 0.137 1.153 -0.974
H 0.097 -0.507 -1.834
*
```

## Properties
Energy above the lowest of the compared OMol25 structures with the same formula, charge and spin: 111.7 kcal/mol
HOMO energy (spin up / spin down): -0.527 / -0.527 hartree
Energy: -732.80274 a.u.
LUMO (spin up / spin down): -7.805 / -7.805 eV
Strongest force on any atom: 4.98 eV/Å
Frontier orbital gap (spin up / spin down): 6.53 / 6.53 eV

Taken from the Mulliken analysis, the atomic charges in e are:
1 C 0.6492
2 C 0.1973
3 C -0.6415
4 N -0.4443
5 N -0.1799
6 N -0.3921
7 N 0.6482
8 S 0.3255
9 H 0.2607
10 H 0.2855
11 H 0.2914

---

This record from the OMol25 dataset describes a cluster of 3 separate species, C31H70BBr2F3NO12P3S in total at a distorted geometry. The level of theory is ωB97M-V/def2-TZVPD.

Geometry as ORCA input:
```
! wB97M-V def2-TZVPD RIJCOSX def2/J DEFGRID3
* xyz 0 1
C 2.125 -0.715 -1.282
O 2.653 -1.251 -2.485
C 1.694 -1.850 -3.337
C 1.818 -1.290 -4.752
C 1.993 0.239 -4.771
C 1.482 0.856 -6.096
C 0.272 1.781 -5.907
C -0.771 1.225 -4.910
C -2.197 1.258 -5.465
C -3.150 0.269 -4.787
P -3.531 0.447 -2.980
C -5.337 0.460 -2.557
C -6.203 -0.522 -3.385
C -7.426 0.215 -3.963
S -6.932 1.151 -5.447
C -3.474 2.408 -3.043
C -4.053 3.114 -1.797
C -3.249 4.331 -1.320
F -2.542 4.925 -2.304
Br -4.558 5.684 -0.706
C -2.312 4.062 -0.113
F -2.059 5.204 0.559
F -2.870 3.237 0.769
Br -0.578 3.439 -0.716
C -3.423 -1.549 -2.801
C -3.895 -2.113 -1.450
O -2.759 -2.697 -0.765
C -4.958 -3.235 -1.606
N -6.026 -3.202 -0.604
B -2.157 0.467 -1.588
O -0.803 0.359 -1.829
O -2.567 0.564 -0.294
H 2.849 -0.898 -0.491
H 1.182 -1.178 -0.981
H 1.976 0.361 -1.413
H 0.673 -1.647 -2.992
H 1.863 -2.931 -3.348
H 0.901 -1.543 -5.293
H 2.645 -1.763 -5.283
H 1.526 0.700 -3.900
H 3.067 0.412 -4.721
H 2.291 1.466 -6.503
H 1.297 0.068 -6.829
H 0.637 2.733 -5.517
H -0.193 1.968 -6.876
H -0.692 1.810 -3.995
H -0.557 0.172 -4.701
H -2.113 0.924 -6.506
H -2.588 2.273 -5.549
H -2.736 -0.724 -4.959
H -4.099 0.285 -5.334
H -5.740 1.446 -2.790
H -5.489 0.318 -1.487
H -6.614 -1.319 -2.768
H -5.656 -0.908 -4.242
H -8.203 -0.501 -4.222
H -7.817 0.922 -3.233
H -8.017 0.992 -6.213
H -2.425 2.701 -3.143
H -3.993 2.761 -3.937
H -4.257 2.443 -0.961
H -5.026 3.511 -2.074
H -2.353 -1.782 -2.873
H -3.896 -2.094 -3.623
H -4.259 -1.361 -0.750
H -2.428 -3.405 -1.326
H -5.386 -3.212 -2.607
H -4.437 -4.188 -1.500
H -6.603 -2.382 -0.756
H -5.595 -3.061 0.305
H -0.607 -0.364 -2.434
H -1.790 0.475 0.278
C 3.318 1.616 2.192
C 3.600 1.377 3.664
O 2.949 2.331 4.516
P 1.381 2.234 4.772
O 0.986 0.987 5.436
O 1.243 3.420 5.859
C 0.643 3.193 7.134
C 1.688 2.892 8.189
O 0.818 3.046 3.535
C -0.581 2.946 3.178
C -1.497 3.579 4.203
H 2.270 1.427 1.952
H 3.933 0.957 1.578
H 3.529 2.652 1.927
H 3.306 0.365 3.956
H 4.666 1.481 3.858
H -0.095 2.392 7.078
H 0.107 4.109 7.389
H 2.385 2.130 7.840
H 1.217 2.543 9.109
H 2.270 3.786 8.417
H -0.842 1.896 3.023
H -0.673 3.449 2.220
H -1.523 2.999 5.128
H -2.513 3.630 3.810
H -1.158 4.583 4.453
C 7.735 -5.325 2.162
C 6.686 -4.561 1.378
O 5.479 -4.347 2.126
P 5.450 -3.263 3.290
O 5.705 -1.900 2.809
O 3.880 -3.351 3.660
C 3.060 -2.184 3.660
C 2.336 -2.021 2.339
O 5.976 -4.112 4.520
C 6.423 -3.439 5.721
C 5.292 -2.753 6.459
H 8.112 -4.736 2.999
H 8.578 -5.578 1.518
H 7.313 -6.241 2.574
H 7.079 -3.600 1.038
H 6.392 -5.128 0.497
H 3.649 -1.296 3.891
H 2.339 -2.310 4.469
H 3.020 -2.135 1.499
H 1.862 -1.040 2.279
H 1.564 -2.784 2.228
H 7.208 -2.725 5.465
H 6.870 -4.211 6.342
H 4.926 -1.885 5.909
H 5.640 -2.408 7.433
H 4.454 -3.434 6.598
*
```

## Properties
Energy above the lowest of the compared OMol25 structures with the same formula, charge and spin: 0.0 kcal/mol
HOMO energy: -0.284 hartree
Energy: -9075.71821 a.u.
LUMO: 0.325 eV
Strongest force on any atom: 4.25 eV/Å
Frontier orbital gap: 8.06 eV

Mulliken atomic charge list, values in e, 99 entries:
1 C -0.2852
2 O -0.4430
3 C 0.5282
4 C -1.0120
5 C 0.1477
6 C -1.1877
7 C -1.0340
8 C 1.3743
9 C -1.5629
10 C -1.2306
11 P 2.7776
12 C -0.9526
13 C -0.6734
14 C -1.1143
15 S -0.2088
16 C -2.2441
17 C -1.0900
18 C 0.1040
19 F -0.3135
20 Br -0.1063
21 C 0.6582
22 F -0.2559
23 F -0.1666
24 Br -0.0475
25 C -2.1696
26 C 0.4291
27 O -0.5802
28 C -1.1196
29 N -0.7214
30 B 0.8368
31 O -0.3221
32 O -0.5482
33 H 0.2873
34 H 0.1990
35 H 0.1234
36 H -0.7226
37 H 0.4196
38 H 0.3684
39 H 0.4495
40 H -0.2455
41 H 0.6767
42 H 0.3671
43 H 0.3801
44 H 0.3436
45 H 0.4457
46 H 0.0706
47 H -0.4544
48 H 0.6362
49 H 0.2505
50 H 0.5984
51 H 0.2795
52 H 0.6103
53 H 0.4557
54 H 0.1284
55 H 0.3990
56 H 0.5751
57 H 0.3998
58 H 0.1400
59 H 0.4740
60 H 0.6925
61 H 0.3955
62 H 0.7378
63 H 0.6189
64 H 0.7070
65 H 0.3144
66 H 0.4190
67 H 0.3785
68 H 0.4641
69 H 0.3130
70 H 0.2983
71 H -0.6097
72 H 0.1758
73 C -0.9531
74 C 0.0259
75 O -0.4719
76 P 1.2150
77 O -0.7861
78 O -0.3831
79 C -0.2720
80 C -1.1721
81 O -0.2679
82 C 0.2469
83 C -1.2269
84 H 0.0522
85 H 0.4169
86 H 0.4024
87 H -0.0391
88 H 0.3619
89 H 0.3141
90 H 0.3608
91 H 0.2781
92 H 0.3557
93 H 0.2958
94 H 0.2638
95 H -0.1170
96 H 0.3261
97 H 0.4144
98 H 0.3185
99 C -0.9533